{
  "formula": "C34H44O9S",
  "method": "wB97M-V/def2-TZVPD",
  "de_lowest_ev": 16.552,
  "smiles": "CCSCOC(=O)OCCOCCOc1ccc(C(C)(C)CC(C)(C)C)cc1.O=C1C=CC(=O)C=C1.O=C1C=CC(=O)C=C1",
  "gap_ha": 0.2384,
  "homo_energy_ha": -0.3015,
  "symbols": ["C", "C", "S", "C", "O", "C", "O", "O", "C", "C", "O", "C", "C", "O", "C", "C", "C", "C", "C", "C", "C", "C", "C", "C", "C", "C", "C", "C", "H", "H", "H", "H", "H", "H", "H", "H", "H", "H", "H", "H", "H", "H", "H", "H", "H", "H", "H", "H", "H", "H", "H", "H", "H", "H", "H", "H", "H", "H", "H", "H", "H", "H", "H", "H", "O", "C", "C", "C", "C", "O", "C", "C", "H", "H", "H", "H", "O", "C", "C", "C", "C", "O", "C", "C", "H", "H", "H", "H"],
  "xyz": [[0.4786, -3.5014, 1.9249], [0.1858, -4.4679, 0.5921], [-1.0235, -3.5807, -0.5660], [-2.4498, -2.8255, 0.4007], [-3.7003, -2.6785, -0.3857], [-4.6409, -1.9938, 0.5596], [-5.0730, -2.7129, 1.6036], [-4.9699, -0.5865, 0.2747], [-6.3346, -0.2392, 0.7248], [-6.1871, 0.5429, 2.1586], [-6.8917, 1.8311, 2.2442], [-6.3430, 2.8359, 1.3208], [-4.8733, 3.4336, 1.7389], [-4.2492, 4.1779, 0.5944], [-2.8785, 3.5698, 0.5382], [-2.4102, 2.4739, -0.5972], [-0.8770, 1.8334, -0.5256], [0.1279, 2.3227, 0.6735], [1.6386, 1.6070, 0.7277], [1.6406, 0.0742, 0.1111], [2.5479, 2.5060, -0.3524], [2.3888, 1.7649, 2.1718], [1.9517, 0.7037, 3.3309], [2.0933, 1.5208, 4.7838], [2.9250, -0.6164, 3.4766], [0.4081, 0.1669, 3.2730], [-0.3290, 3.4410, 1.8125], [-1.8488, 4.0796, 1.7408], [-0.5122, -3.1024, 2.4110], [1.0466, -2.5511, 1.4867], [1.0844, -4.0639, 2.7547], [-0.1821, -5.5316, 0.9232], [1.2240, -4.5256, 0.0286], [-2.1438, -1.7195, 0.7219], [-2.5826, -3.4839, 1.3690], [-7.0460, -1.1777, 0.8472], [-6.8190, 0.4146, -0.1369], [-6.6915, -0.1631, 2.9774], [-5.0430, 0.5913, 2.4617], [-6.2879, 2.5026, 0.1998], [-7.0951, 3.7621, 1.3503], [-4.1504, 2.5321, 2.0307], [-4.9131, 4.1291, 2.6842], [-3.2050, 2.1656, -1.4076], [-0.5656, 1.0386, -1.3526], [1.8355, 0.0922, -1.0607], [2.4483, -0.5806, 0.6674], [0.5773, -0.4352, 0.2408], [3.2702, 1.7345, -0.8835], [1.8588, 3.0742, -1.1273], [3.2527, 3.2490, 0.2594], [2.3233, 2.9072, 2.4911], [3.5503, 1.5791, 1.9651], [1.2203, 1.1520, 5.5093], [3.1633, 1.3430, 5.2221], [1.8636, 2.6772, 4.6094], [2.4513, -1.4877, 2.8371], [4.0324, -0.3590, 3.1922], [2.8602, -0.9410, 4.6204], [-0.3801, 1.0532, 3.2619], [0.1773, -0.4493, 4.2690], [0.1592, -0.5591, 2.3885], [0.3507, 3.8087, 2.6989], [-2.1571, 4.8633, 2.5712], [2.7914, 4.9749, -6.5427], [3.3965, 4.5961, -5.5493], [4.5640, 3.6993, -5.6579], [5.2231, 3.2842, -4.5718], [4.8134, 3.7056, -3.2174], [5.4185, 3.3268, -2.2240], [3.6459, 4.6025, -3.1088], [2.9868, 5.0175, -4.1949], [4.8525, 3.3996, -6.6583], [6.0809, 2.6257, -4.6337], [3.3573, 4.9021, -2.1084], [2.1290, 5.6760, -4.1329], [1.1786, -4.2170, -2.6505], [1.4216, -5.3070, -3.1498], [2.3063, -5.4324, -4.3249], [2.5694, -6.6236, -4.8710], [1.9883, -7.8649, -4.3222], [2.2313, -8.9549, -4.8215], [1.1036, -7.7395, -3.1471], [0.8405, -6.5484, -2.6010], [2.7253, -4.5128, -4.7153], [3.2155, -6.7330, -5.7334], [0.6845, -8.6592, -2.7566], [0.1944, -6.4389, -1.7385]],
  "forces_ev_per_angstrom": [[-0.21, 0.28, -0.80], [0.53, 0.51, 2.04], [-0.11, 0.00, -0.24], [1.00, 0.72, 2.46], [-0.89, 2.19, 2.91], [-1.22, -3.07, 3.80], [2.29, 5.17, -6.58], [-0.06, -4.89, 0.31], [-1.31, 0.56, 0.46], [-0.30, -1.38, 0.81], [2.03, -0.38, -1.61], [-0.13, 2.05, -0.41], [0.00, -1.20, 1.03], [2.58, -3.23, 1.27], [3.26, -0.35, 0.22], [2.06, 1.50, 3.23], [-1.76, 3.09, 2.89], [-2.52, 0.28, 0.03], [-0.02, 1.27, -1.24], [-0.86, -0.09, 0.08], [0.60, -0.41, 0.58], [0.62, -0.49, -0.82], [-0.31, 0.36, 1.60], [-1.01, 0.20, -0.52], [-0.96, 0.26, 0.31], [-0.72, 0.00, 0.61], [-3.61, -0.85, -3.06], [2.03, -3.06, -2.68], [1.86, -0.91, -0.96], [-1.08, -2.11, 1.20], [-0.99, 1.14, -1.72], [0.65, 2.07, -0.76], [-2.50, 0.02, 0.80], [-0.52, -2.38, -0.61], [-0.17, 1.37, -1.97], [1.89, 1.81, -0.22], [1.26, -1.19, 1.93], [1.01, 1.77, -1.75], [-2.29, 0.14, -0.88], [-0.03, 0.30, 2.14], [1.48, -2.21, -0.01], [-1.73, 1.93, -0.64], [-0.16, -1.20, -1.92], [1.89, 0.64, 1.79], [-0.66, 1.96, 2.12], [-0.24, -0.03, 2.60], [-1.55, 1.36, -1.28], [2.28, 0.98, -0.13], [-1.43, 1.82, 0.88], [1.56, -1.24, 1.62], [-1.69, -1.35, -1.50], [-0.05, -2.56, -0.50], [-2.43, 0.40, 0.34], [2.23, 0.60, -1.36], [-2.14, 0.55, -0.65], [0.75, -2.45, 0.47], [1.37, 1.68, 1.19], [-2.14, -0.67, 0.50], [0.29, 0.56, -2.50], [1.76, -1.78, -0.09], [0.67, 1.27, -2.09], [0.66, 1.54, 1.54], [-1.38, -1.01, -2.14], [0.49, -1.83, -2.10], [0.42, -0.26, 0.67], [-0.50, 0.31, -0.76], [0.37, -0.27, 0.21], [-0.07, 0.00, -0.48], [0.44, -0.27, 0.77], [-0.38, 0.24, -0.65], [-0.34, 0.27, -0.20], [0.06, -0.01, 0.47], [-0.04, 0.03, 0.02], [-0.02, 0.02, 0.04], [0.04, -0.03, -0.02], [0.02, -0.02, -0.04], [0.28, -0.71, -0.31], [-0.19, 0.77, 0.32], [0.21, -0.27, -0.34], [0.06, 0.49, 0.01], [0.18, -0.87, -0.40], [-0.16, 0.75, 0.34], [-0.21, 0.28, 0.34], [-0.04, -0.48, 0.01], [-0.04, -0.01, 0.04], [-0.02, -0.04, 0.02], [0.03, 0.01, -0.04], [-0.02, 0.05, -0.03]]
}